# 1
99
Properties=species:S:1:pos:R:3 method="wB97M-V/def2-TZVPD" homo_lumo_gap_ev=7.4 mol_weight_da=948.06
C 1.63 -1.20 -1.10
C 2.46 -2.45 -1.48
C 1.71 -3.78 -1.20
O 0.45 -3.68 -1.85
C -0.49 -4.70 -1.48
N 0.15 -5.97 -1.66
O -0.83 -4.41 -0.15
C -1.94 -5.04 0.41
N -2.24 -6.41 -0.09
C -3.41 -6.68 -0.07
S -4.99 -6.80 -0.26
C -1.64 -4.50 -2.52
C -1.32 -5.17 -3.87
C -0.05 -4.72 -4.60
O 0.71 -5.55 -4.98
I 0.49 -2.68 -5.02
N -1.99 -3.05 -2.71
C -3.41 -2.84 -2.30
C -3.81 -1.35 -2.28
C -3.92 -0.86 -0.80
C -3.43 0.60 -0.63
S -1.64 0.64 -0.44
O -1.26 1.86 0.25
O -1.21 -0.51 0.32
Cl -0.86 0.73 -2.34
H 0.60 -1.29 -1.42
H 1.74 -0.91 -0.05
H 2.06 -0.36 -1.67
H 2.87 -2.42 -2.49
H 3.33 -2.47 -0.80
H 2.36 -4.56 -1.62
H 1.65 -3.88 -0.11
H 0.61 -6.31 -0.83
H 0.73 -6.00 -2.48
H -2.85 -4.43 0.32
H -1.76 -5.13 1.49
H -2.58 -4.96 -2.18
H -2.18 -5.00 -4.54
H -1.27 -6.25 -3.72
H -2.05 -2.96 -3.72
H -4.03 -3.40 -3.03
H -3.62 -3.28 -1.32
H -4.84 -1.31 -2.67
H -3.19 -0.71 -2.90
H -3.39 -1.52 -0.10
H -4.97 -0.86 -0.47
H -3.66 1.11 -1.58
H -3.93 1.13 0.18
C -8.53 5.12 -1.15
O -7.34 5.86 -0.87
P -6.31 5.23 0.27
O -5.96 3.92 -0.37
O -7.50 5.10 1.38
C -8.04 6.31 1.93
O -5.18 5.23 1.52
C -3.85 5.68 1.19
H -8.62 5.05 -2.23
H -8.50 4.12 -0.73
H -9.38 5.66 -0.75
H -9.13 6.21 1.98
H -7.81 7.18 1.30
H -7.65 6.47 2.93
H -3.87 6.72 0.86
H -3.43 5.06 0.40
H -3.24 5.60 2.08
C 4.41 -0.90 2.03
O 5.54 -1.64 1.55
P 6.54 -2.30 2.69
O 5.61 -3.24 3.38
O 6.77 -0.89 3.48
C 7.50 0.14 2.82
O 8.00 -2.88 3.29
C 8.56 -4.03 2.63
H 3.54 -1.22 1.47
H 4.24 -1.04 3.10
H 4.58 0.16 1.84
H 6.98 1.09 2.99
H 7.55 -0.02 1.74
H 8.50 0.20 3.23
H 8.79 -3.80 1.59
H 7.86 -4.87 2.68
H 9.48 -4.30 3.15
C 1.84 3.73 -0.32
O 2.88 4.69 -0.10
P 3.95 4.36 1.13
O 4.55 3.08 0.65
O 2.78 4.15 2.25
C 2.01 5.28 2.65
O 5.05 4.74 2.35
C 6.26 5.39 1.93
H 1.79 3.53 -1.39
H 2.00 2.80 0.22
H 0.89 4.17 0.00
H 0.97 4.99 2.71
H 2.10 6.11 1.93
H 2.35 5.62 3.63
H 6.04 6.36 1.48
H 6.80 4.77 1.22
H 6.87 5.54 2.81

# 2
28
Properties=species:S:1:pos:R:3 method="wB97M-V/def2-TZVPD" homo_lumo_gap_ev=8.7 mol_weight_da=214.29
C -3.39 0.80 -1.03
C -5.43 -0.01 -0.87
C -3.12 -0.09 -0.08
C -0.58 1.79 0.75
C 0.22 2.91 0.13
C 2.25 -2.32 0.44
C 1.02 -1.61 -0.11
C 0.86 -0.22 0.49
C -0.47 0.43 0.05
N -4.71 0.85 -1.44
N -1.49 -0.49 0.44
O -1.24 1.93 1.74
O -5.00 -1.04 1.61
S -4.51 -1.18 0.24
H -2.72 1.52 -1.47
H -6.48 -0.13 -1.07
H 0.71 3.48 0.91
H 0.96 2.54 -0.57
H -0.46 3.57 -0.39
H 2.34 -3.32 0.03
H 2.19 -2.40 1.53
H 3.16 -1.77 0.19
H 1.10 -1.53 -1.19
H 0.13 -2.20 0.12
H 0.86 -0.29 1.58
H 1.70 0.41 0.20
H -0.48 0.55 -1.04
H -1.61 -0.49 1.45

# 3
10
Properties=species:S:1:pos:R:3 method="wB97M-V/def2-TZVPD" homo_lumo_gap_ev=9.8 mol_weight_da=149.98
O -2.16 0.77 -0.81
C -1.11 0.46 -0.34
C 0.42 0.75 -0.59
C 0.77 -0.42 0.33
N -0.62 -0.51 0.56
Br -1.46 -1.73 1.69
H 0.75 0.57 -1.61
H 0.97 1.68 -0.16
H 0.94 -1.31 -0.17
H 1.50 -0.26 1.09

# 4
33
Properties=species:S:1:pos:R:3 method="wB97M-V/def2-TZVPD" homo_lumo_gap_ev=2.6 mol_weight_da=367.67 total_charge=+3
Hf -21.48 13.62 -21.30
C -25.37 11.92 -22.45
C -24.04 11.28 -22.26
O -23.14 11.88 -21.41
H -25.21 12.78 -23.10
H -25.81 12.22 -21.50
H -26.08 11.31 -23.00
H -23.58 11.10 -23.23
H -24.33 10.33 -21.80
O -22.90 9.08 -20.07
H -23.02 9.70 -20.79
H -22.60 8.28 -20.49
O -23.94 12.99 -25.83
H -23.71 12.78 -26.73
H -24.90 12.90 -25.80
O -23.73 14.48 -20.66
H -24.10 13.85 -20.04
H -24.47 15.03 -20.92
O -22.92 14.20 -23.19
H -23.21 13.62 -23.90
H -23.25 15.07 -23.44
O -24.80 8.80 -25.13
H -24.06 9.27 -25.52
H -24.56 8.70 -24.21
O -26.73 12.34 -25.86
H -27.25 11.55 -25.69
H -27.06 12.98 -25.23
O -20.36 11.37 -20.88
H -19.50 11.32 -20.48
H -20.65 10.46 -20.93
O -25.55 9.00 -19.57
H -25.62 8.12 -19.18
H -24.62 9.12 -19.74

# 5
80
Properties=species:S:1:pos:R:3 method="wB97M-V/def2-TZVPD" homo_lumo_gap_ev=8.0 mol_weight_da=752.14 total_charge=+1
Ba 0.38 -0.21 -0.56
C 1.86 0.48 -3.77
C 0.46 0.10 -4.16
C 0.03 0.23 -5.47
C -1.27 -0.08 -5.78
C -2.11 -0.54 -4.78
C -1.60 -0.70 -3.49
N -0.34 -0.36 -3.20
C -2.47 -1.24 -2.40
C -3.71 -1.78 -2.73
C -4.56 -2.20 -1.73
C -4.14 -2.10 -0.42
C -2.86 -1.60 -0.14
N -2.05 -1.18 -1.12
C -2.40 -1.58 1.28
C -3.29 -1.96 2.28
C -2.84 -2.12 3.58
C -1.52 -1.85 3.86
C -0.70 -1.36 2.84
C 0.67 -0.91 3.24
N -1.13 -1.24 1.57
H 2.43 0.84 -4.62
H 2.38 -0.38 -3.33
H 1.84 1.26 -3.00
H 0.71 0.60 -6.24
H -1.65 0.02 -6.79
H -3.14 -0.74 -5.02
H -4.02 -1.90 -3.76
H -5.53 -2.61 -1.96
H -4.80 -2.44 0.35
H -4.33 -2.15 2.09
H -3.52 -2.45 4.36
H -1.12 -1.98 4.85
H 1.02 -1.50 4.09
H 0.64 0.13 3.55
H 1.38 -1.01 2.43
C 4.68 2.23 5.52
C 4.35 1.83 4.11
C 3.15 2.25 3.54
C 2.79 1.84 2.26
C 3.65 1.01 1.55
C 4.87 0.62 2.08
C 5.20 1.03 3.37
S 3.10 0.32 0.01
O 4.18 0.01 -0.88
O 2.11 1.27 -0.52
N 2.26 -0.92 0.47
C 2.34 -2.22 0.06
C 3.45 -3.05 0.29
C 3.34 -4.40 0.03
C 2.14 -4.90 -0.47
C 1.11 -4.01 -0.72
N 1.21 -2.70 -0.48
H 3.89 1.90 6.20
H 4.77 3.31 5.61
H 5.62 1.78 5.85
H 2.49 2.90 4.09
H 1.86 2.16 1.81
H 5.54 0.01 1.50
H 6.15 0.72 3.80
H 4.34 -2.61 0.71
H 4.16 -5.07 0.23
H 2.01 -5.95 -0.68
H 0.17 -4.34 -1.13
C -3.45 4.44 0.89
C -2.24 3.81 0.20
S -2.58 2.06 -0.17
O -1.23 1.42 -0.40
C -3.30 2.25 -1.85
C -2.30 2.78 -2.87
H -3.26 5.49 1.10
H -3.66 3.93 1.83
H -4.33 4.38 0.25
H -1.37 3.78 0.86
H -1.96 4.33 -0.71
H -4.18 2.89 -1.74
H -3.62 1.24 -2.10
H -2.21 3.86 -2.84
H -2.63 2.50 -3.87
H -1.32 2.33 -2.70

# 6
13
Properties=species:S:1:pos:R:3 method="wB97M-V/def2-TZVPD" homo_lumo_gap_ev=8.4 mol_weight_da=134.23
N 1.90 -0.81 -0.09
C 0.82 0.09 -0.09
N 1.09 1.41 0.04
C -0.49 -0.44 -0.03
C -1.71 0.28 0.02
S -1.88 1.90 -0.02
S -3.22 -0.62 -0.04
H 1.64 -1.74 0.10
H 2.73 -0.50 0.40
H 1.98 1.75 -0.32
H 0.28 2.02 -0.10
H -0.49 -1.49 0.18
H -2.66 -1.83 -0.05